Density functional theory data (the ωB97M-V functional and the def2-TZVPD basis) for a structure of composition C21H33IrN8O at a distorted geometry.

Geometry as XYZ:
```
64
Properties=species:S:1:pos:R:3
Ir -0.22 -0.45 -0.60
C 0.04 -0.47 4.49
N -0.31 -1.47 3.47
C -0.70 -2.81 3.94
C -0.82 -3.63 2.66
N -0.66 -2.61 1.61
C -0.66 -2.99 0.23
C -0.42 -1.39 2.15
N -0.32 -0.31 1.36
C 0.25 0.97 1.80
C -0.22 2.04 0.83
N -0.09 1.48 -0.53
C -0.05 2.19 -1.68
N -0.03 1.54 -2.85
C -0.33 0.16 -3.10
C 0.06 2.48 -3.98
C 0.08 3.84 -3.28
N 0.02 3.50 -1.84
C 0.12 4.61 -0.88
H 0.34 -1.03 5.37
H -0.82 0.15 4.75
H 0.89 0.13 4.19
H -1.64 -2.75 4.50
H 0.08 -3.19 4.61
H -1.79 -4.12 2.56
H -0.03 -4.38 2.56
H -0.30 -4.02 0.15
H 0.11 -2.44 -0.40
H -1.63 -2.93 -0.26
H 1.35 0.92 1.78
H -0.07 1.23 2.81
H 0.37 2.94 0.95
H -1.27 2.27 1.02
H 0.14 -0.59 -2.39
H 0.20 -0.16 -4.00
H -1.39 -0.06 -3.19
H -0.80 2.37 -4.63
H 0.97 2.29 -4.55
H -0.77 4.47 -3.53
H 1.00 4.40 -3.47
H -0.02 5.52 -1.45
H 1.10 4.64 -0.41
H -0.67 4.57 -0.14
N 6.98 -1.90 -0.66
C 5.86 -1.67 -0.63
C 4.46 -1.37 -0.59
C 3.90 -0.50 -1.54
C 2.56 -0.22 -1.50
C 1.71 -0.78 -0.50
C 2.31 -1.64 0.45
C 3.65 -1.94 0.40
H 4.54 -0.05 -2.29
H 2.17 0.49 -2.22
H 1.73 -2.11 1.24
H 4.10 -2.61 1.13
C -3.71 0.40 0.42
C -3.47 -0.51 -0.75
N -4.50 -1.09 -1.33
O -2.31 -0.71 -1.21
H -4.72 0.33 0.80
H -3.53 1.42 0.09
H -3.00 0.16 1.21
H -5.44 -0.93 -1.00
H -4.37 -1.68 -2.13
```

Output
Charge: +3
Spin multiplicity: 2
Energy above the lowest of the compared OMol25 structures with the same formula, charge and spin, kcal per mole: 0.0
HOMO-LUMO gap (alpha / beta), eV: 8.4 / 5.2
Total energy, Ha: -1436.63519

natural (NBO) charges, unit e, in atom order: number 1, Ir, carries 1.08; number 2, C, carries -0.42; number 3, N, carries -0.37; number 4, C, carries -0.22; number 5, C, carries -0.22; number 6, N, carries -0.41; number 7, C, carries -0.39; number 8, C, carries 0.67; number 9, N, carries -0.54; number 10, C, carries -0.24; number 11, C, carries -0.23; number 12, N, carries -0.50; number 13, C, carries 0.66; number 14, N, carries -0.41; number 15, C, carries -0.33; number 16, C, carries -0.22; number 17, C, carries -0.22; number 18, N, carries -0.36; number 19, C, carries -0.42; number 20, H, carries 0.25; number 21, H, carries 0.23; number 22, H, carries 0.22; number 23, H, carries 0.23; number 24, H, carries 0.24; number 25, H, carries 0.24; number 26, H, carries 0.23; number 27, H, carries 0.28; number 28, H, carries 0.17; number 29, H, carries 0.24; number 30, H, carries 0.21; number 31, H, carries 0.25; number 32, H, carries 0.24; number 33, H, carries 0.21; number 34, H, carries 0.15; number 35, H, carries 0.28; number 36, H, carries 0.25; number 37, H, carries 0.23; number 38, H, carries 0.23; number 39, H, carries 0.24; number 40, H, carries 0.24; number 41, H, carries 0.26; number 42, H, carries 0.23; number 43, H, carries 0.23; number 44, N, carries -0.08; number 45, C, carries 0.19; number 46, C, carries 0.00; number 47, C, carries -0.14; number 48, C, carries -0.24; number 49, C, carries 0.02; number 50, C, carries -0.25; number 51, C, carries -0.14; number 52, H, carries 0.27; number 53, H, carries 0.22; number 54, H, carries 0.22; number 55, H, carries 0.27; number 56, C, carries -0.72; number 57, C, carries 0.72; number 58, N, carries -0.72; number 59, O, carries -0.77; number 60, H, carries 0.26; number 61, H, carries 0.26; number 62, H, carries 0.24; number 63, H, carries 0.44; number 64, H, carries 0.43


Density functional theory data (the ωB97M-V functional and the def2-TZVPD basis) for a structure of composition C21H33N5O8P2SiTl.

Geometry as XYZ:
```
71
Properties=species:S:1:pos:R:3
Tl 0.33 0.30 -0.16
C -0.65 -1.18 4.59
Si -0.49 0.31 3.43
C -2.00 0.22 2.31
C -0.72 1.86 4.47
N 0.90 0.33 2.46
C 2.17 0.38 2.92
C 2.56 0.37 4.29
C 3.88 0.39 4.70
C 4.92 0.42 3.79
C 4.60 0.44 2.43
C 3.28 0.42 2.03
O 2.96 0.50 0.68
C 3.57 -0.34 -0.21
C 3.66 0.09 -1.53
C 4.12 -0.78 -2.50
C 4.49 -2.08 -2.17
C 4.40 -2.50 -0.85
C 3.93 -1.64 0.13
H -1.59 -1.14 5.13
H 0.16 -1.23 5.32
H -0.62 -2.11 4.01
H -2.90 0.10 2.93
H -1.96 -0.62 1.61
H -2.11 1.14 1.73
H -1.69 1.85 4.98
H -0.68 2.75 3.82
H 0.06 1.98 5.22
H 1.78 0.35 5.04
H 4.10 0.38 5.77
H 5.96 0.44 4.10
H 5.37 0.48 1.68
H 3.34 1.10 -1.77
H 4.16 -0.45 -3.53
H 4.84 -2.76 -2.94
H 4.67 -3.51 -0.59
H 3.83 -1.97 1.16
N -2.06 -2.17 -4.25
C -0.94 -2.62 -3.33
C -0.59 -4.07 -3.63
P 0.44 -1.45 -3.89
O 1.78 -2.33 -3.70
O 0.14 -1.40 -5.36
O 0.46 -0.25 -3.01
P -1.60 -2.36 -1.63
O -2.58 -3.66 -1.49
O -0.51 -2.51 -0.62
O -2.47 -1.15 -1.75
H -1.54 -1.80 -5.09
H -2.56 -1.43 -3.75
H -2.70 -2.93 -4.46
H -0.11 -4.17 -4.60
H -1.48 -4.71 -3.59
H 0.11 -4.43 -2.87
H 2.24 -2.05 -2.90
H -2.32 -4.15 -0.70
C -4.91 3.78 -0.28
N -3.54 3.54 0.13
C -2.69 4.62 0.57
C -1.29 4.06 0.28
O -0.27 4.64 0.55
N -1.43 2.82 -0.31
C -2.72 2.61 -0.44
N -3.23 1.57 -1.12
H -5.44 4.27 0.53
H -5.41 2.83 -0.48
H -4.97 4.40 -1.18
H -2.80 4.84 1.63
H -2.86 5.54 -0.01
H -2.61 0.83 -1.44
H -4.16 1.25 -0.89
```

Output
Charge: -1
Energy above the lowest of the compared OMol25 structures with the same formula, charge and spin, kcal per mole: 26.6
HOMO-LUMO gap, eV: 6.2
Total energy, Ha: -2840.82959

Löwdin charges, unit e, in atom order: number 1, Tl, carries 1.02; number 2, C, carries -0.18; number 3, Si, carries 0.31; number 4, C, carries -0.20; number 5, C, carries -0.18; number 6, N, carries -0.14; number 7, C, carries -0.32; number 8, C, carries -0.05; number 9, C, carries -0.13; number 10, C, carries -0.13; number 11, C, carries -0.05; number 12, C, carries -0.22; number 13, O, carries -0.12; number 14, C, carries -0.31; number 15, C, carries -0.02; number 16, C, carries -0.10; number 17, C, carries -0.12; number 18, C, carries -0.08; number 19, C, carries 0.00; number 20, H, carries 0.02; number 21, H, carries 0.01; number 22, H, carries 0.03; number 23, H, carries 0.03; number 24, H, carries 0.01; number 25, H, carries 0.00; number 26, H, carries 0.02; number 27, H, carries 0.02; number 28, H, carries 0.01; number 29, H, carries 0.07; number 30, H, carries 0.09; number 31, H, carries 0.08; number 32, H, carries 0.12; number 33, H, carries 0.13; number 34, H, carries 0.11; number 35, H, carries 0.10; number 36, H, carries 0.10; number 37, H, carries 0.13; number 38, N, carries 0.14; number 39, C, carries -0.50; number 40, C, carries -0.10; number 41, P, carries 0.29; number 42, O, carries -0.14; number 43, O, carries -0.34; number 44, O, carries -0.41; number 45, P, carries 0.26; number 46, O, carries -0.17; number 47, O, carries -0.39; number 48, O, carries -0.36; number 49, H, carries 0.11; number 50, H, carries 0.12; number 51, H, carries 0.15; number 52, H, carries 0.08; number 53, H, carries 0.07; number 54, H, carries 0.09; number 55, H, carries 0.04; number 56, H, carries 0.07; number 57, C, carries -0.05; number 58, N, carries -0.11; number 59, C, carries -0.06; number 60, C, carries -0.48; number 61, O, carries 0.06; number 62, N, carries 0.12; number 63, C, carries -0.44; number 64, N, carries 0.21; number 65, H, carries 0.09; number 66, H, carries 0.07; number 67, H, carries 0.09; number 68, H, carries 0.13; number 69, H, carries 0.13; number 70, H, carries 0.06; number 71, H, carries 0.10


Among the records above, which one has the lowest energy above the lowest of the compared OMol25 structures with the same formula, charge and spin?
C21H33IrN8O


Which of these has the highest total energy?
C21H33IrN8O


Which of these has the highest total energy?
C21H33IrN8O


Which value of total energy does entry 1 give?
-1436.63519 Ha